[1]
A cluster of 2 separate species, C4H12S in total in a non-equilibrium geometry. Source: the OMol25 dataset; level of theory: ωB97M-V with the def2-TZVPD basis set.

Properties
SMILES string: CCS.CC
DFT total energy: -15177.309 eV
E_HOMO: -9.07 eV
ΔE to the lowest compared entry with this formula, charge and spin: 38.28 kJ/mol
LUMO: 0.9 eV
Kohn-Sham gap: 10.0 eV
strongest force on any atom: 0.0473 Eh/bohr

The geometry in ORCA input format:
```
! wB97M-V def2-TZVPD RIJCOSX def2/J DEFGRID3
* xyz 0 1
C 0.971 -0.540 -0.910
C 0.114 0.343 -1.778
S 0.097 2.053 -1.253
H 1.114 -0.302 0.140
H 2.013 -0.540 -1.237
H 0.775 -1.621 -0.838
H 0.560 0.406 -2.765
H -0.893 -0.055 -1.871
H -0.951 2.024 -0.423
C -0.951 -1.517 1.920
C -0.157 -2.214 3.022
H -1.992 -1.319 2.165
H -0.479 -0.600 1.569
H -0.892 -2.152 1.031
H -0.507 -1.922 4.010
H 0.912 -2.034 2.998
H -0.288 -3.301 2.997
*
```

Results of the Mulliken charge analysis, in e, for atoms 1 through 6:
1 C -1.04
2 C -0.46
3 S -0.22
4 H 0.30
5 H 0.37
6 H 0.32



[2]
An isolated molecule of C8H9NS in a non-equilibrium geometry. Source: the OMol25 dataset; level of theory: ωB97M-V with the def2-TZVPD basis set.

Properties
DFT total energy: -20764.323 eV
E_HOMO (spin up / spin down): -6.84 / -6.84 eV
ΔE to the lowest compared entry with this formula, charge and spin: 128.73 kJ/mol
LUMO (spin up / spin down): -0.9 / -0.9 eV
Kohn-Sham gap (spin up / spin down): 5.9 / 5.9 eV
strongest force on any atom: 0.0937 Eh/bohr

The geometry in ORCA input format:
```
! wB97M-V def2-TZVPD RIJCOSX def2/J DEFGRID3
* xyz 0 1
C 1.875 1.944 -0.248
C 2.813 1.065 0.221
C 0.592 1.501 -0.452
C 2.557 -0.274 0.406
C 0.227 0.147 -0.274
C 1.278 -0.852 -0.030
C -3.209 -1.059 0.247
C -1.766 -1.163 -0.039
N -1.136 0.015 -0.163
S 1.407 -2.554 -0.262
H 2.235 2.937 -0.567
H 3.845 1.459 0.638
H -0.192 2.295 -0.648
H 3.264 -1.023 0.661
H -3.716 -0.480 -0.402
H -3.680 -2.081 0.225
H -3.338 -0.617 1.297
H -1.225 -2.021 -0.138
H -1.831 0.761 -0.470
*
```

Results of the Mulliken charge analysis, in e, for atoms 1 through 6:
1 C -0.60
2 C -0.22
3 C -0.38
4 C -0.83
5 C 0.88
6 C 0.03



[3]
A cluster of 2 separate species, C4H4O2 in total in a non-equilibrium geometry. Source: the OMol25 dataset; level of theory: ωB97M-V with the def2-TZVPD basis set.

Properties
DFT total energy: -8301.673 eV
E_HOMO (spin up / spin down): -8.28 / -7.90 eV
ΔE to the lowest compared entry with this formula, charge and spin: 521.42 kJ/mol
LUMO (spin up / spin down): 0.4 / -1.0 eV
Kohn-Sham gap (spin up / spin down): 8.7 / 6.9 eV
strongest force on any atom: 0.0921 Eh/bohr

The geometry in ORCA input format:
```
! wB97M-V def2-TZVPD RIJCOSX def2/J DEFGRID3
* xyz 0 1
C 1.473 0.726 -0.297
C 0.658 -0.078 0.424
C 2.332 0.117 0.531
C -2.139 -0.335 -0.297
O 3.208 0.018 1.300
O -0.320 -0.702 0.772
H 1.682 1.203 -1.228
H -1.669 -0.300 -1.184
H -2.487 0.513 0.056
H -2.738 -1.161 -0.078
*
```

Results of the Mulliken charge analysis, in e, for atoms 1 through 6:
1 C -0.59
2 C 0.49
3 C 0.52
4 C -0.87
5 O -0.42
6 O -0.41



[4]
A cluster of 2 separate species, C4H13N2 in total in a non-equilibrium geometry. Source: the OMol25 dataset; level of theory: ωB97M-V with the def2-TZVPD basis set.

Properties
DFT total energy: -7326.055 eV
E_HOMO: -14.08 eV
ΔE to the lowest compared entry with this formula, charge and spin: 717.14 kJ/mol
LUMO: -9.3 eV
Kohn-Sham gap: 4.8 eV
strongest force on any atom: 0.0909 Eh/bohr

The geometry in ORCA input format:
```
! wB97M-V def2-TZVPD RIJCOSX def2/J DEFGRID3
* xyz 1 1
C -1.287 0.339 0.683
N -2.713 0.138 0.769
C -0.760 0.178 -0.793
N 0.642 0.207 -0.630
C 3.549 0.525 0.843
C -1.151 -1.198 -1.393
H -0.960 -0.556 1.250
H -0.878 1.304 1.116
H -3.310 0.965 0.466
H -3.118 -0.169 1.711
H -1.242 0.991 -1.312
H 1.086 0.155 -1.624
H 3.975 1.188 0.154
H 3.814 -0.617 0.721
H 2.383 0.554 0.708
H 3.838 0.652 1.876
H -1.999 -1.150 -2.176
H -1.643 -1.814 -0.526
H -0.225 -1.693 -1.840
*
```

Results of the Mulliken charge analysis, in e, for atoms 1 through 6:
1 C -0.94
2 N -0.46
3 C 0.42
4 N -0.14
5 C -0.70
6 C -1.00



[5]
A structure of composition C53H53F2N4O3PSSnTe in a non-equilibrium geometry. Source: the OMol25 dataset; level of theory: ωB97M-V with the def2-TZVPD basis set.

Properties
DFT total energy: -106606.569 eV
E_HOMO: -6.55 eV
LUMO: 0.1 eV
Kohn-Sham gap: 6.7 eV
strongest force on any atom: 0.0259 Eh/bohr

The geometry in ORCA input format:
```
! wB97M-V def2-TZVPD RIJCOSX def2/J DEFGRID3
* xyz 0 1
Sn 0.633 -1.056 -1.027
N 3.507 -0.369 0.071
C 4.178 0.787 -0.308
C 5.554 0.795 -0.553
C 6.193 1.939 -0.995
C 5.476 3.106 -1.206
C 4.113 3.113 -0.974
C 3.459 1.971 -0.535
P 1.639 1.897 -0.351
C 1.140 2.870 -1.805
C 1.719 2.528 -3.026
C 1.242 3.062 -4.206
C 0.166 3.935 -4.190
C -0.421 4.277 -2.982
C 0.062 3.749 -1.797
C 1.388 2.988 1.097
C 1.485 4.373 1.090
C 1.222 5.089 2.244
C 0.847 4.434 3.405
C 0.749 3.052 3.419
C 1.023 2.334 2.271
H 4.130 -1.146 0.259
H 2.867 -0.256 0.854
H 6.127 -0.109 -0.396
H 7.259 1.925 -1.173
H 5.972 3.998 -1.555
H 3.541 4.011 -1.161
H 2.546 1.833 -3.040
H 1.706 2.794 -5.145
H -0.209 4.352 -5.114
H -1.264 4.954 -2.968
H -0.399 4.019 -0.857
H 1.743 4.896 0.181
H 1.291 6.168 2.236
H 0.615 5.001 4.296
H 0.442 2.537 4.318
H 0.921 1.260 2.260
C -1.993 -4.041 5.244
C -1.381 -3.205 4.158
C -0.230 -2.463 4.388
C 0.351 -1.717 3.377
C 1.569 -0.931 3.631
O 2.484 -0.817 2.831
C 1.639 -0.221 4.941
C 0.501 0.126 5.666
C 0.622 0.795 6.870
C 1.873 1.140 7.356
C 3.008 0.835 6.622
C 2.891 0.157 5.424
C -0.197 -1.703 2.055
O 0.401 -1.008 1.172
C -1.405 -2.436 1.830
C -1.944 -3.167 2.895
C -2.063 -2.497 0.538
N -1.652 -1.861 -0.507
C -2.374 -1.927 -1.763
C -3.755 -1.286 -1.787
Te -3.839 0.888 -1.762
C -3.087 1.260 0.227
C -3.658 0.566 1.361
C -3.600 1.081 2.604
C -3.125 2.411 2.837
C -2.732 3.193 1.815
C -2.611 2.653 0.474
C -3.272 -3.371 0.435
C -4.478 -3.072 1.063
C -5.603 -3.846 0.834
C -5.536 -4.931 -0.023
C -4.327 -5.268 -0.609
C -3.200 -4.502 -0.374
H -1.529 -3.829 6.204
H -1.862 -5.101 5.025
H -3.062 -3.847 5.326
H 0.247 -2.506 5.358
H -0.478 -0.116 5.280
H -0.264 1.054 7.434
H 1.963 1.658 8.300
H 3.982 1.127 6.987
H 3.762 -0.096 4.839
H -2.838 -3.753 2.737
H -2.488 -2.970 -2.080
H -1.742 -1.424 -2.504
H -4.391 -1.667 -0.994
H -4.227 -1.536 -2.735
H -4.104 -0.400 1.184
H -3.980 0.515 3.443
H -3.156 2.801 3.843
H -2.458 4.229 1.962
H -2.672 3.361 -0.346
H -4.540 -2.233 1.741
H -6.535 -3.588 1.317
H -6.422 -5.516 -0.227
H -4.267 -6.124 -1.266
H -2.250 -4.781 -0.803
S -1.269 1.424 0.276
F 1.472 -3.937 -2.357
C 1.165 -3.471 -1.076
F 0.129 -4.300 -0.674
H 2.029 -3.784 -0.457
C -0.486 -1.194 -6.770
N -0.197 -0.267 -5.693
C -1.389 0.332 -5.132
C 0.824 -0.544 -4.811
O 0.678 -0.441 -3.595
N 2.009 -0.910 -5.360
C 2.477 -0.405 -6.630
C 3.031 -1.417 -4.472
H -1.240 -1.918 -6.446
H 0.400 -1.744 -7.065
H -0.873 -0.651 -7.634
H -1.912 0.855 -5.933
H -1.104 1.039 -4.355
H -2.061 -0.418 -4.699
H 1.742 0.270 -7.059
H 2.680 -1.217 -7.335
H 3.403 0.156 -6.474
H 2.560 -2.034 -3.711
H 3.567 -0.606 -3.972
H 3.727 -2.023 -5.050
*
```

Results of the Mulliken charge analysis, in e, for atoms 1 through 6:
1 Sn 1.58
2 N 0.31
3 C 0.30
4 C -0.79
5 C -0.68
6 C -1.00



[6]
A cluster of 2 separate species, C11H20F3N2O5 in total in a non-equilibrium geometry. Source: the OMol25 dataset; level of theory: ωB97M-V with the def2-TZVPD basis set.

Properties
DFT total energy: -33103.801 eV
E_HOMO: -4.73 eV
LUMO: 2.9 eV
Kohn-Sham gap: 7.7 eV
strongest force on any atom: 0.0354 Eh/bohr

The geometry in ORCA input format:
```
! wB97M-V def2-TZVPD RIJCOSX def2/J DEFGRID3
* xyz -1 1
C 1.225 1.582 2.208
N 1.330 0.508 3.195
C 0.608 -0.703 2.818
C 0.857 -1.227 1.370
N 2.242 -1.078 0.884
C 3.227 -1.654 1.808
C 4.370 -2.400 1.062
C 5.612 -1.551 0.776
F 5.442 -0.820 -0.337
F 6.654 -2.393 0.491
F 6.023 -0.794 1.797
C -0.166 -0.678 0.327
O 0.275 -0.487 -0.830
O -1.355 -0.443 0.662
H 1.863 1.429 1.311
H 0.177 1.616 1.860
H 1.536 2.558 2.629
H 2.280 0.327 3.488
H 0.930 -1.509 3.508
H -0.479 -0.567 2.952
H 0.651 -2.330 1.399
H 2.270 -1.603 0.013
H 3.688 -0.808 2.352
H 2.776 -2.359 2.538
H 4.013 -2.747 0.075
H 4.681 -3.304 1.610
C -2.249 -0.077 -2.505
C -2.461 1.210 -1.755
O -3.233 2.153 -2.548
C -4.537 1.939 -2.600
O -5.149 1.060 -2.049
O -5.082 2.879 -3.402
C -6.478 2.713 -3.613
H -1.799 0.121 -3.483
H -1.596 -0.729 -1.932
H -3.189 -0.603 -2.690
H -1.501 1.681 -1.552
H -2.941 1.029 -0.795
H -7.016 2.638 -2.668
H -6.663 1.830 -4.226
H -6.834 3.593 -4.148
*
```

Results of the Mulliken charge analysis, in e, for atoms 1 through 6:
1 C -0.75
2 N -0.37
3 C -1.07
4 C 0.40
5 N -0.12
6 C -0.39



[7]
A structure of composition C2H2INS2 in a non-equilibrium geometry. Source: the OMol25 dataset; level of theory: ωB97M-V with the def2-TZVPD basis set.

Properties
DFT total energy: -33366.377 eV
E_HOMO: -8.33 eV
ΔE to the lowest compared entry with this formula, charge and spin: 41.76 kJ/mol
LUMO: -0.1 eV
Kohn-Sham gap: 8.2 eV
strongest force on any atom: 0.0606 Eh/bohr

The geometry in ORCA input format:
```
! wB97M-V def2-TZVPD RIJCOSX def2/J DEFGRID3
* xyz 0 1
C -0.747 0.037 -0.295
C 0.448 -0.632 0.261
N -0.867 1.271 -0.403
S 1.943 0.358 -0.136
S 0.735 2.072 -0.359
I -2.559 -0.975 -0.439
H 0.377 -0.494 1.457
H 0.671 -1.637 -0.086
*
```

Results of the Mulliken charge analysis, in e, for atoms 1 through 6:
1 C 0.23
2 C -0.51
3 N -0.38
4 S -0.10
5 S 0.01
6 I 0.10